1.
17
Properties=species:S:1:pos:R:3:nbo_charge:R:1 method="wB97M-V/def2-TZVPD" lumo_energy_ev=0.84 smiles="CN(N)N.NC=O"
C -0.510 0.953 -1.232 -0.437
N 0.568 0.237 -0.417 -0.162
N 1.099 -0.825 -1.176 -0.683
N 1.627 1.137 -0.171 -0.710
H -1.304 0.242 -1.480 0.215
H -0.955 1.781 -0.672 0.209
H -0.077 1.340 -2.161 0.185
H 1.666 -1.428 -0.579 0.352
H 1.718 -0.486 -1.916 0.336
H 1.278 1.981 0.289 0.356
H 2.288 0.732 0.494 0.351
N -1.327 -1.499 1.063 -0.851
C -1.052 -0.513 1.972 0.531
O -1.943 0.045 2.615 -0.609
H -0.815 -1.512 0.183 0.408
H -2.277 -1.839 1.000 0.391
H 0.016 -0.349 2.189 0.119

=====

2.
17
Properties=species:S:1:pos:R:3:nbo_charge:R:1 method="wB97M-V/def2-TZVPD" multiplicity=2 lumo_energy_ev="0.80 / 0.58"
N -1.165 0.330 0.122 -0.825
C -1.249 1.034 -1.017 0.395
N -2.009 2.142 -1.014 -0.909
N -0.533 0.733 -2.088 -0.858
H -1.908 0.491 0.783 0.390
H -0.438 -0.352 0.308 0.417
H -1.874 2.877 -1.708 0.323
H -2.438 2.448 -0.145 0.354
H -0.506 1.347 -2.898 0.352
H 0.167 -0.001 -2.049 0.377
N 1.479 -0.446 1.146 -0.908
C 1.379 -1.852 1.440 0.247
N 2.434 -2.560 1.463 -0.617
H 1.834 0.028 1.979 0.389
H 2.264 -0.400 0.496 0.382
H 0.395 -2.317 1.436 0.150
H 2.169 -3.503 1.744 0.339

=====

3.
14
Properties=species:S:1:pos:R:3:nbo_charge:R:1 method="wB97M-V/def2-TZVPD" multiplicity=2 lumo_energy_ev="0.81 / 0.57"
N -0.402 2.148 -0.354 -1.389
H -0.667 2.669 0.503 0.339
H -0.613 1.098 -0.137 0.433
H 0.559 2.267 -0.742 0.314
H -1.124 2.459 -1.035 0.319
C 0.047 -1.268 -0.282 -0.103
O -1.055 -0.328 -0.190 -0.776
C 0.970 -1.288 0.907 -0.643
H 0.644 -0.836 -1.090 0.172
H -0.279 -2.256 -0.598 0.183
H -1.874 -0.790 -0.388 0.501
H 0.609 -1.857 1.757 0.215
H 1.290 -0.263 1.102 0.217
H 1.896 -1.754 0.548 0.219

=====

4.
14
Properties=species:S:1:pos:R:3:nbo_charge:R:1 method="wB97M-V/def2-TZVPD" lumo_energy_ev=-3.59 charge=+1
C -0.732 1.938 -1.423 -0.246
O -0.117 1.405 -0.226 -0.793
H 0.039 2.098 0.424 0.492
H -1.748 2.275 -1.230 0.194
H -0.105 2.706 -1.874 0.193
H -0.724 1.088 -2.098 0.183
C -0.094 -2.138 1.181 -0.435
N 0.879 -1.247 0.495 -0.676
H 1.435 -1.727 -0.215 0.444
H 0.334 -0.500 0.044 0.478
H 1.464 -0.781 1.188 0.442
H -0.878 -2.462 0.496 0.241
H -0.610 -1.597 1.964 0.242
H 0.376 -3.033 1.582 0.242

=====

5.
14
Properties=species:S:1:pos:R:3:nbo_charge:R:1 method="wB97M-V/def2-TZVPD" lumo_energy_ev=-3.66 charge=+1
N 0.154 1.405 -1.582 -0.892
H -0.552 1.972 -1.134 0.442
H 0.650 0.790 -0.842 0.475
H -0.197 0.800 -2.321 0.446
H 0.831 2.031 -2.014 0.439
C 0.360 -0.898 1.101 -0.081
O 1.140 -0.419 -0.014 -0.751
C -1.112 -0.762 0.840 -0.651
H 0.593 -1.961 1.195 0.191
H 0.648 -0.469 2.062 0.194
H 2.049 -0.619 0.245 0.512
H -1.358 0.312 0.808 0.190
H -1.487 -1.228 -0.064 0.226
H -1.720 -0.956 1.722 0.262

=====

6.
15
Properties=species:S:1:pos:R:3:nbo_charge:R:1 method="wB97M-V/def2-TZVPD" lumo_energy_ev=-3.12 charge=+1
C 0.200 -0.624 -0.179 -0.051
C 0.906 -1.422 0.633 -0.372
N -1.273 -0.651 0.368 -0.725
H 0.340 0.060 -1.063 0.294
H 2.001 -1.548 0.285 0.259
H 0.617 -2.070 1.486 0.239
H -1.670 0.158 0.812 0.461
H -1.973 -0.741 -0.373 0.432
H -1.387 -1.393 1.065 0.429
H 2.653 1.221 -2.401 0.476
H 3.030 -0.183 -2.505 0.478
O 2.523 0.408 -2.011 -0.947
H -1.860 2.748 0.766 0.494
H -2.061 2.125 2.012 0.487
O -2.048 1.910 1.104 -0.954

=====

Computed calculated total energy, in the same sequence as the records: -376.39469, -355.86697, -212.05635, -211.93104, -211.93815, -287.13682 hartree.